Molecular formula: C19H24AsMoN6OS4
Method: DFT, ωB97M-V with the def2-TZVPD basis set

Each line ends with the Mulliken charge.
Positions of all 56 atoms, in Å:
Mo 0.02167 -0.15181 -0.33982  0.07
N -3.72364 1.85087 -1.72764  -0.44
C -2.83809 0.97816 -1.16802  0.79
S -1.53062 0.39904 -2.17972  -0.50
N -3.00045 0.61141 0.05375  -1.23
N -1.99664 -0.28452 0.44615  0.94
C -2.37661 -1.13441 1.33505  -0.67
C -1.59011 -2.23346 1.83564  0.91
C -2.05243 -2.91789 2.96941  -0.75
C -1.37411 -4.00954 3.46132  -0.78
C -0.22636 -4.44927 2.79886  -0.51
C 0.23720 -3.80560 1.66932  -0.57
C -0.43216 -2.68376 1.17912  0.42
O 0.02555 -2.09695 0.07127  -0.30
H -3.79255 1.86442 -2.73002  0.22
H -4.58520 1.98670 -1.22095  0.27
H -3.39178 -1.01368 1.70509  0.39
H -2.95385 -2.56888 3.45822  0.40
H -1.72848 -4.52474 4.34234  0.42
H 0.30955 -5.31154 3.17411  0.41
H 1.12248 -4.14600 1.15008  0.44
C 4.39291 2.03237 2.82286  -0.77
S 2.73309 1.54622 3.32328  0.02
C 2.08741 0.85709 1.87575  0.64
S 0.46422 0.28303 2.04724  -0.23
N 2.82028 0.80904 0.79815  -1.23
N 2.14365 0.25411 -0.26086  0.87
C 2.81321 0.13290 -1.35486  -0.35
C 2.17077 -0.61544 -2.43028  0.29
C 2.82125 -1.01328 -3.58285  -0.94
C 2.17422 -1.90116 -4.43272  -0.34
C 0.92202 -2.37659 -4.08757  -0.97
C 0.31789 -1.90867 -2.92978  -0.23
N 0.91473 -1.01729 -2.13940  0.56
H 4.75785 2.68892 3.60981  0.36
H 5.04066 1.16393 2.73636  0.28
H 4.36259 2.56859 1.87956  0.21
H 3.84374 0.46805 -1.40564  0.42
H 3.82437 -0.66638 -3.78646  0.51
H 2.65816 -2.23889 -5.33892  0.45
H 0.40311 -3.09807 -4.70108  0.43
H -0.66386 -2.23385 -2.61707  0.54
C -0.51718 5.19663 -1.78640  -1.08
As 0.57424 3.62309 -1.74149  0.72
C 0.51832 2.87760 -3.50932  -0.93
C 2.38644 4.22301 -1.52611  -1.05
S 0.00260 2.46641 -0.05027  -0.28
H -0.18533 5.85641 -2.58704  0.41
H -0.43374 5.69916 -0.82476  0.38
H -1.55012 4.89350 -1.94563  0.32
H 0.98678 3.60217 -4.17602  0.44
H -0.51324 2.70095 -3.79876  0.34
H 1.06005 1.93493 -3.53566  0.19
H 2.59643 5.03327 -2.22337  0.42
H 3.06450 3.39136 -1.71122  0.31
H 2.50878 4.56432 -0.50002  0.35

Forces on the atoms, in the same order (eV/Å):
-0.5 0.3 0.2
0.0 0.0 0.0
-0.2 0.1 0.0
0.1 0.0 0.0
0.3 -0.1 -0.1
-0.1 0.0 0.1
0.0 -0.1 0.0
-0.1 0.1 0.0
0.0 -0.1 0.0
0.0 0.0 0.0
0.0 0.0 0.0
-0.1 0.0 0.1
0.1 0.0 -0.2
0.0 0.0 0.1
0.0 0.0 0.0
0.0 0.0 0.0
0.0 0.0 0.0
0.0 0.0 0.0
0.0 0.0 0.0
0.0 0.0 0.0
0.0 0.0 0.0
0.0 -0.1 0.0
0.0 0.1 0.0
0.1 0.1 0.0
0.0 -0.2 -0.1
-0.3 0.0 -0.1
0.5 0.0 -0.1
-0.1 -0.2 0.0
0.1 0.1 0.3
0.0 -0.1 -0.1
0.1 0.0 0.0
-0.1 0.0 0.1
0.1 0.0 -0.1
0.2 0.1 -0.2
0.0 0.0 0.0
0.0 0.0 0.0
0.0 0.0 0.0
0.0 0.0 0.0
0.0 0.0 0.0
0.0 0.0 0.0
0.0 0.0 0.0
0.0 0.0 0.0
0.0 0.1 0.0
0.0 0.0 0.0
-0.1 0.0 0.0
0.0 0.0 0.0
0.0 -0.1 0.0
0.0 0.0 0.0
0.0 0.0 0.0
0.0 0.0 0.0
0.0 0.0 0.0
0.0 0.0 0.0
0.0 0.0 0.0
0.0 0.0 0.0
0.0 0.0 0.0
0.0 0.0 0.0

The HOMO energy (spin up / spin down) comes out at -9.86 / -10.68 eV. The value obtained for the electronic energy is -5038.78885 Eh. As for the total charge: +1. The spin multiplicity is 3. The LUMO energy (spin up / spin down) comes out at -3.745 / -4.144 eV.

Molecular formula: C17H22ClN3O4
Method: DFT, ωB97M-V with the def2-TZVPD basis set

Each line ends with the Mulliken charge.
Positions of all 47 atoms, in Å:
O -3.68408 -5.68592 -1.08380  -0.55
C -3.96302 -4.63390 -0.49879  0.44
O -5.09720 -3.85620 -0.70448  -0.44
C -2.99629 -4.05356 0.54817  -0.31
N -3.24458 -2.50608 0.64232  -0.18
C -2.25551 -1.64357 1.38007  -0.65
C -2.10931 -0.23624 0.61902  -0.46
O -0.93683 0.31396 1.09818  -0.34
C -0.64149 1.56595 0.50846  1.03
C -1.70612 2.57043 0.64517  -0.38
C -1.61628 3.94171 0.38536  -1.01
C -0.43410 4.36670 -0.14150  0.47
Cl -0.25265 6.07222 -0.47036  -0.23
C 0.70027 3.40325 -0.34325  -0.56
C 0.56270 1.96697 -0.07479  -0.44
C 1.74342 1.09059 -0.42871  1.57
C 2.43538 0.66671 0.94134  -1.20
C 3.60932 -0.31997 0.69196  -0.52
C 2.95223 -1.56196 0.17669  -0.75
C 2.29192 -1.24135 -1.31353  -1.11
C 1.25759 -0.08989 -1.18628  -0.83
N 2.69099 1.72484 -1.35590  -0.16
C 2.86511 3.00322 -1.22184  0.22
O 4.05411 3.37098 -1.44425  -0.80
N 1.88554 3.80914 -0.78839  0.01
H -5.56064 -4.37420 -1.34183  0.34
H -3.20083 -4.53409 1.54742  0.24
H -1.93541 -4.29246 0.36573  0.30
H -4.19584 -2.18436 0.51869  0.23
H -2.55553 -1.56886 2.41250  0.32
H -1.22797 -2.11436 1.34386  0.20
H -2.08443 -0.31865 -0.43181  0.32
H -3.03112 0.34208 0.87154  0.30
H -2.73113 2.41069 0.96309  0.18
H -2.41438 4.67280 0.55623  0.41
H 1.67348 0.29398 1.60282  0.48
H 2.74252 1.66243 1.34472  0.46
H 4.37827 0.05847 -0.09060  0.19
H 4.27334 -0.40215 1.57253  0.40
H 3.69898 -2.31088 0.13847  0.45
H 2.24032 -1.97317 0.88444  0.30
H 1.70991 -2.07674 -1.60652  0.52
H 2.95423 -1.07015 -2.05484  0.50
H 0.89795 0.10017 -2.20147  0.47
H 0.41902 -0.51673 -0.68275  -0.05
H 3.65801 1.37056 -1.57146  0.33
H 2.18010 4.78756 -0.72162  0.31

Forces on the atoms, in the same order (eV/Å):
-1.5 2.6 1.1
1.6 -1.1 -0.4
2.2 -1.1 0.9
-1.5 2.7 1.3
2.2 -1.7 -0.2
-0.1 -0.6 -2.6
-2.2 -1.9 2.5
1.9 2.0 -0.8
-2.6 1.9 0.8
0.1 0.0 0.2
0.8 -1.3 -0.3
3.3 -1.4 -0.5
0.5 -0.3 -0.1
-4.7 -0.7 1.3
-0.3 2.6 -0.4
0.3 -1.3 0.6
1.2 2.0 -1.5
0.5 1.8 -0.3
-0.2 0.2 -2.2
-1.9 -0.2 5.1
0.0 -2.3 -0.6
-0.8 -2.1 0.3
5.2 1.9 -0.3
-2.0 1.4 0.1
1.7 2.6 -0.6
-1.1 -0.5 -1.1
-0.1 0.2 -0.9
-0.6 0.3 -0.5
0.3 -0.3 0.4
0.1 0.6 0.5
-1.2 0.3 0.0
0.1 -0.6 -1.3
0.7 -0.1 -0.1
0.4 -1.2 0.4
0.2 -0.7 0.0
-0.2 -0.5 0.3
0.1 -0.8 0.0
-1.4 -0.3 1.0
-0.7 -0.4 -0.1
0.8 -1.1 -0.7
-0.6 0.3 -0.1
-0.4 -1.1 -0.3
2.7 0.7 -2.1
0.1 0.7 0.1
-0.7 -0.3 0.6
-1.7 -0.3 0.6
-0.4 -0.5 -0.1

The structure (SMILES) is O=C(O)CNCCOc1ccc(Cl)c2c1C1(CCCCC1)NC(=O)N2. The HOMO energy comes out at -8.17 eV. The value obtained for the electronic energy is -1586.35305 Eh. The LUMO energy comes out at 0.484 eV. Its energy above the lowest of the compared OMol25 structures with the same formula, charge and spin is 2.567 eV.